(1)
Computed, not measured: a molecular structure, C18H13F9NO3ReSe3Te at a distorted geometry, with ωB97M-V with the def2-TZVPD basis set.

Positions of all 49 atoms, in Å:
Re (0.69, 1.47, -1.95)
Se (2.65, 0.57, -2.81)
Se (3.67, -0.84, -1.17)
Te (3.58, 0.78, 0.72)
Se (1.11, 1.37, 0.39)
F (-0.95, 4.58, -4.81)
C (-0.39, 3.68, -4.04)
F (0.75, 3.27, -4.59)
F (-1.20, 2.59, -4.02)
C (-0.13, 4.18, -2.58)
O (0.82, 3.39, -1.95)
C (0.41, 5.63, -2.62)
F (1.39, 5.72, -3.52)
F (0.90, 5.98, -1.43)
F (-0.57, 6.48, -2.94)
C (-1.42, 4.07, -1.72)
F (-1.35, 4.79, -0.61)
F (-1.52, 2.76, -1.34)
F (-2.52, 4.39, -2.38)
C (3.15, -4.88, 2.62)
O (2.27, -3.96, 1.98)
C (1.46, -3.21, 2.76)
C (1.37, -3.29, 4.14)
C (0.52, -2.43, 4.82)
C (-0.23, -1.48, 4.14)
C (-0.14, -1.38, 2.76)
C (0.68, -2.26, 2.08)
N (0.91, -2.19, 0.68)
C (0.24, -1.72, -0.31)
C (-1.16, -1.32, -0.38)
C (-2.16, -1.95, 0.37)
C (-3.49, -1.64, 0.17)
C (-3.84, -0.71, -0.80)
C (-2.87, -0.09, -1.58)
C (-1.54, -0.40, -1.37)
O (-0.60, 0.17, -2.20)
H (3.82, -4.36, 3.31)
H (3.73, -5.35, 1.83)
H (2.58, -5.64, 3.16)
H (1.96, -4.02, 4.69)
H (0.45, -2.50, 5.89)
H (-0.87, -0.80, 4.68)
H (-0.70, -0.62, 2.23)
H (1.86, -2.49, 0.43)
H (0.81, -1.67, -1.23)
H (-1.88, -2.70, 1.10)
H (-4.25, -2.13, 0.75)
H (-4.88, -0.47, -0.97)
H (-3.13, 0.63, -2.35)

Summary:
HOMO-LUMO gap (spin up / spin down)   6.3 / 6.5 eV
Multiplicity   2
Lowest unoccupied orbital energy (spin up / spin down)   -4.247 / -4.206 eV
Net charge   +1
ΔE to the lowest compared entry with this formula, charge and spin   5.7 kcal per mole
E_HOMO (spin up / spin down)   -10.53 / -10.73 eV

---

(2)
Computed, not measured: a gas-phase ion, C4H10NO (charge -1) at a distorted geometry, with ωB97M-V with the def2-TZVPD basis set.

Positions of all 16 atoms, in Å:
C (-0.53, -0.86, -1.74)
N (0.31, 0.17, -1.09)
C (1.01, 1.33, 0.84)
C (-0.24, 0.63, 0.25)
C (-0.49, -0.57, 1.21)
O (-1.25, -0.24, 2.25)
H (-1.56, -1.10, -1.46)
H (-0.62, -0.55, -2.79)
H (-0.06, -1.83, -1.53)
H (1.16, -0.32, -0.83)
H (0.67, 1.94, 1.68)
H (1.30, 2.11, 0.12)
H (1.80, 0.61, 1.01)
H (-1.15, 1.21, 0.09)
H (0.56, -1.04, 1.31)
H (-0.90, -1.48, 0.67)

Summary:
HOMO-LUMO gap   6.3 eV
Lowest unoccupied orbital energy   4.184 eV
SMILES   CN[C@H](C)C[O-]
Net charge   -1
ΔE to the lowest compared entry with this formula, charge and spin   33.2 kcal per mole
E_HOMO   -2.16 eV

---

(3)
Computed, not measured: 8 unconnected molecules or ions with the total composition C32H71N2O25S7 at a distorted geometry, with ωB97M-V with the def2-TZVPD basis set.

Positions of all 137 atoms, in Å:
C (-5.28, -2.32, -5.07)
N (-5.52, -3.76, -4.89)
C (-5.20, -4.12, -3.55)
O (-5.38, -5.54, -3.44)
C (-5.16, -6.15, -2.28)
O (-5.74, -7.14, -1.95)
C (-4.03, -5.67, -1.41)
C (-4.07, -4.52, -0.63)
C (-2.97, -4.20, 0.12)
N (-1.89, -4.99, 0.11)
C (-1.82, -6.12, -0.62)
C (-0.51, -6.87, -0.55)
O (0.51, -5.99, -0.98)
C (0.92, -5.93, -2.30)
C (0.05, -6.49, -3.38)
O (1.93, -5.34, -2.49)
C (-2.90, -6.48, -1.38)
H (-5.40, -2.05, -6.12)
H (-4.26, -2.08, -4.78)
H (-5.93, -1.70, -4.45)
H (-6.52, -3.89, -5.04)
H (-4.15, -3.86, -3.39)
H (-5.80, -3.60, -2.80)
H (-4.94, -3.89, -0.60)
H (-2.93, -3.31, 0.73)
H (-1.08, -4.70, 0.65)
H (-0.29, -7.05, 0.50)
H (-0.56, -7.81, -1.08)
H (0.53, -6.24, -4.31)
H (-0.94, -6.05, -3.39)
H (-0.03, -7.58, -3.33)
H (-2.85, -7.39, -1.96)
O (1.22, -1.84, 1.93)
S (0.61, -0.99, 0.95)
O (-0.54, -1.45, 0.23)
O (1.72, -0.50, -0.07)
C (2.55, -1.52, -0.68)
C (1.83, -2.22, -1.81)
C (0.26, 0.59, 1.65)
H (2.89, -2.22, 0.08)
H (3.43, -1.00, -1.06)
H (1.00, -2.82, -1.43)
H (2.51, -2.89, -2.33)
H (1.42, -1.50, -2.52)
H (1.15, 0.96, 2.15)
H (-0.55, 0.44, 2.36)
H (-0.04, 1.26, 0.85)
O (5.32, 3.45, 0.17)
S (4.44, 2.93, 1.16)
O (3.03, 3.18, 1.06)
O (4.95, 3.38, 2.59)
C (5.23, 4.79, 2.79)
C (3.99, 5.62, 3.00)
C (4.69, 1.21, 1.36)
H (5.83, 5.16, 1.95)
H (5.87, 4.82, 3.68)
H (3.39, 5.67, 2.09)
H (4.26, 6.63, 3.29)
H (3.36, 5.19, 3.79)
H (5.75, 1.00, 1.50)
H (4.31, 0.73, 0.46)
H (4.12, 0.88, 2.23)
O (5.48, -1.72, 5.88)
S (4.46, -2.25, 6.73)
O (4.51, -3.62, 7.12)
O (3.05, -1.94, 6.08)
C (2.86, -2.32, 4.70)
C (2.60, -3.80, 4.55)
C (4.29, -1.24, 8.16)
H (3.72, -2.00, 4.11)
H (2.00, -1.75, 4.36)
H (3.47, -4.39, 4.80)
H (2.32, -4.01, 3.51)
H (1.79, -4.12, 5.20)
H (4.21, -0.20, 7.85)
H (5.18, -1.39, 8.76)
H (3.41, -1.56, 8.71)
O (0.77, 0.01, -4.39)
S (0.19, 0.82, -5.42)
O (-0.96, 0.34, -6.12)
O (1.32, 1.22, -6.45)
C (2.14, 0.17, -7.01)
C (1.44, -0.60, -8.11)
C (-0.13, 2.43, -4.80)
H (2.47, -0.49, -6.20)
H (3.02, 0.68, -7.39)
H (0.60, -1.18, -7.72)
H (2.14, -1.28, -8.59)
H (1.04, 0.09, -8.86)
H (0.76, 2.80, -4.31)
H (-0.95, 2.34, -4.09)
H (-0.42, 3.07, -5.63)
O (-2.86, -5.12, -10.01)
S (-4.27, -5.27, -10.19)
O (-5.15, -4.20, -9.82)
O (-4.74, -6.61, -9.46)
C (-4.33, -6.77, -8.09)
C (-5.18, -5.95, -7.14)
C (-4.62, -5.77, -11.84)
H (-3.28, -6.52, -7.99)
H (-4.44, -7.83, -7.88)
H (-5.02, -4.88, -7.28)
H (-4.94, -6.19, -6.11)
H (-6.24, -6.14, -7.31)
H (-3.98, -6.61, -12.09)
H (-4.40, -4.92, -12.48)
H (-5.67, -6.04, -11.91)
O (5.26, 8.26, 7.14)
S (4.15, 7.35, 7.22)
O (3.42, 7.02, 6.03)
O (3.15, 7.86, 8.33)
C (2.71, 9.25, 8.26)
C (1.65, 9.47, 7.20)
C (4.64, 5.87, 8.03)
H (3.58, 9.89, 8.10)
H (2.32, 9.46, 9.25)
H (2.06, 9.34, 6.20)
H (1.25, 10.48, 7.28)
H (0.84, 8.75, 7.32)
H (5.16, 6.13, 8.95)
H (5.32, 5.35, 7.35)
H (3.76, 5.27, 8.23)
O (-2.49, 9.92, 5.16)
S (-3.00, 8.68, 5.66)
O (-2.22, 7.90, 6.57)
O (-3.42, 7.77, 4.43)
C (-2.44, 7.58, 3.38)
C (-1.38, 6.56, 3.76)
C (-4.61, 8.92, 6.33)
H (-2.00, 8.54, 3.12)
H (-3.01, 7.23, 2.52)
H (-0.74, 6.93, 4.56)
H (-0.75, 6.35, 2.90)
H (-1.84, 5.64, 4.10)
H (-5.21, 9.46, 5.61)
H (-4.49, 9.49, 7.24)
H (-5.05, 7.94, 6.55)

Summary:
HOMO-LUMO gap   7.3 eV
Lowest unoccupied orbital energy   -4.565 eV
Net charge   +1
E_HOMO   -11.89 eV

---

(4)
Computed, not measured: a single C3H7NOS molecule at a distorted geometry, with ωB97M-V with the def2-TZVPD basis set.

Positions of all 13 atoms, in Å:
C (-0.46, -1.39, 0.80)
C (-0.74, -0.17, -0.10)
C (0.50, 0.65, -0.30)
H (-0.07, -1.06, 1.74)
H (0.31, -2.02, 0.30)
H (-1.36, -1.99, 1.01)
H (-1.04, -0.58, -1.05)
H (-1.68, 0.91, 1.70)
H (0.86, 1.21, 0.57)
H (2.52, 1.53, -2.28)
N (1.09, 0.59, -1.45)
O (2.19, 1.44, -1.38)
S (-2.12, 0.87, 0.44)

Summary:
HOMO-LUMO gap   10.2 eV
Lowest unoccupied orbital energy   0.921 eV
SMILES   C[C@@H](S)/C=N/O
Net charge   0
ΔE to the lowest compared entry with this formula, charge and spin   56.0 kcal per mole
E_HOMO   -9.29 eV

---

(5)
Computed, not measured: a single C25H33N3O3 molecule, with ωB97M-V with the def2-TZVPD basis set.

Positions of all 64 atoms, in Å:
C (-1.47, -2.42, -1.51)
N (-2.32, -2.86, -0.42)
C (-3.57, -2.41, -0.18)
O (-4.22, -2.81, 0.78)
C (-4.17, -1.37, -1.11)
C (-4.50, -0.11, -0.30)
C (-3.24, 0.65, 0.12)
C (-3.50, 1.60, 1.29)
C (-2.21, 2.34, 1.66)
H (-2.40, 3.07, 2.44)
C (-1.63, 3.06, 0.43)
N (-1.43, 2.11, -0.64)
C (-0.26, 1.59, -1.04)
O (-0.21, 0.64, -1.81)
C (1.01, 2.25, -0.53)
C (2.23, 1.60, -1.17)
O (3.37, 2.02, -0.43)
C (4.58, 1.48, -0.74)
C (5.65, 1.91, 0.05)
C (6.92, 1.42, -0.17)
C (7.14, 0.49, -1.18)
C (6.09, 0.06, -1.96)
C (4.81, 0.55, -1.75)
H (4.00, 0.20, -2.37)
H (6.25, -0.66, -2.75)
H (8.14, 0.11, -1.35)
H (7.74, 1.76, 0.44)
H (5.46, 2.63, 0.83)
H (2.32, 1.90, -2.22)
H (2.12, 0.51, -1.12)
H (1.00, 3.32, -0.74)
H (1.08, 2.11, 0.55)
C (-2.66, 1.46, -1.04)
H (-2.43, 0.83, -1.90)
H (-3.38, 2.23, -1.35)
H (-0.70, 3.56, 0.68)
H (-2.35, 3.82, 0.08)
H (-1.47, 1.63, 2.02)
H (-3.86, 1.05, 2.15)
H (-4.27, 2.32, 1.00)
H (-2.48, -0.08, 0.44)
H (-5.14, 0.56, -0.88)
H (-5.05, -0.42, 0.59)
H (-3.53, -1.13, -1.95)
H (-5.11, -1.79, -1.50)
C (-1.80, -3.84, 0.52)
H (-2.60, -4.54, 0.75)
H (-0.97, -4.37, 0.05)
C (-1.33, -3.19, 1.82)
C (-0.17, -2.26, 1.64)
N (0.81, -2.65, 0.83)
C (1.88, -1.89, 0.70)
C (2.05, -0.69, 1.37)
C (1.02, -0.26, 2.19)
C (-0.11, -1.04, 2.32)
H (-0.92, -0.74, 2.96)
H (1.11, 0.68, 2.74)
H (2.96, -0.11, 1.25)
H (2.64, -2.27, 0.03)
H (-2.17, -2.66, 2.27)
H (-1.03, -3.98, 2.51)
H (-1.27, -1.35, -1.47)
H (-0.52, -2.93, -1.42)
H (-1.92, -2.67, -2.47)

Summary:
HOMO-LUMO gap   9.3 eV
Lowest unoccupied orbital energy   0.664 eV
SMILES   CN(CCc1ccccn1)C(=O)CC[C@@H]1CCCN(C(=O)CCOc2ccccc2)C1
Net charge   0
ΔE to the lowest compared entry with this formula, charge and spin   37.6 kcal per mole
E_HOMO   -8.63 eV

---

(6)
Computed, not measured: 2 unconnected molecules or ions with the total composition C6H18N3 at a distorted geometry, with ωB97M-V with the def2-TZVPD basis set.

Positions of all 27 atoms, in Å:
C (1.32, -1.69, -1.08)
C (1.91, 0.23, 0.48)
C (1.21, 0.69, -1.89)
C (-0.78, -0.70, 2.19)
C (-0.93, -0.16, -0.18)
C (1.17, -0.25, -0.72)
N (-1.62, 0.84, -1.01)
N (-0.96, 0.32, 1.17)
N (-2.07, 1.19, 1.39)
H (0.69, -1.97, -1.93)
H (2.36, -1.87, -1.38)
H (1.11, -2.35, -0.25)
H (1.33, 0.97, 1.04)
H (2.83, 0.71, 0.16)
H (2.16, -0.59, 1.15)
H (1.02, 1.72, -1.59)
H (0.54, 0.39, -2.69)
H (2.22, 0.68, -2.32)
H (-0.55, -0.22, 3.14)
H (-1.68, -1.32, 2.31)
H (0.05, -1.33, 1.90)
H (-1.29, -1.17, -0.33)
H (-2.29, 0.44, -1.67)
H (-0.95, 1.44, -1.52)
H (-2.88, 0.68, 1.78)
H (-1.81, 1.91, 2.06)
H (-2.11, 1.40, -0.21)

Summary:
HOMO-LUMO gap   9.3 eV
Lowest unoccupied orbital energy   -2.845 eV
Net charge   +1
ΔE to the lowest compared entry with this formula, charge and spin   81.9 kcal per mole
E_HOMO   -12.18 eV

---

(7)
Computed, not measured: a molecular structure, C12H10BO2Pd at a distorted geometry, with ωB97M-V with the def2-TZVPD basis set.

Positions of all 26 atoms, in Å:
Pd (0.00, 0.00, -1.43)
C (1.39, -0.20, -3.73)
C (0.52, -1.30, -3.68)
C (-0.86, -1.09, -3.63)
C (-1.37, 0.22, -3.62)
C (-0.50, 1.31, -3.70)
C (0.88, 1.10, -3.76)
H (2.46, -0.37, -3.81)
H (0.91, -2.30, -3.75)
H (-1.54, -1.93, -3.66)
H (-2.44, 0.38, -3.64)
H (-0.90, 2.31, -3.78)
H (1.55, 1.94, -3.85)
O (0.31, 1.10, 1.42)
B (0.00, -0.01, 0.57)
O (-0.32, -1.11, 1.41)
C (-0.20, -0.70, 2.67)
C (-0.40, -1.40, 3.84)
C (-0.21, -0.69, 5.00)
C (0.18, 0.68, 5.01)
C (0.38, 1.39, 3.85)
C (0.19, 0.69, 2.67)
H (-0.70, -2.44, 3.85)
H (-0.35, -1.19, 5.96)
H (0.32, 1.18, 5.96)
H (0.68, 2.43, 3.85)

Summary:
HOMO-LUMO gap (spin up / spin down)   8.9 / 5.0 eV
Multiplicity   3
Lowest unoccupied orbital energy (spin up / spin down)   -2.886 / -6.992 eV
Net charge   +1
E_HOMO (spin up / spin down)   -11.78 / -12.02 eV

---

(8)
Computed, not measured: a single C4H6O2 molecule, with ωB97M-V with the def2-TZVPD basis set.

Positions of all 12 atoms, in Å:
C (-1.47, -0.42, -0.38)
C (-0.34, -0.21, 0.61)
O (0.80, -1.04, 0.31)
C (1.62, 0.05, -0.13)
C (0.53, 1.02, 0.31)
O (0.39, 2.20, 0.37)
H (-2.36, 0.14, -0.08)
H (-1.17, -0.08, -1.38)
H (-1.71, -1.48, -0.44)
H (-0.67, -0.33, 1.65)
H (1.79, 0.02, -1.22)
H (2.58, 0.12, 0.39)

Summary:
HOMO-LUMO gap   10.9 eV
Lowest unoccupied orbital energy   0.914 eV
SMILES   C[C@H]1OCC1=O
Net charge   0
ΔE to the lowest compared entry with this formula, charge and spin   36.5 kcal per mole
E_HOMO   -9.96 eV

---

(9)
Computed, not measured: a molecular structure, HNO3S at a distorted geometry, with ωB97M-V with the def2-TZVPD basis set.

Positions of all 6 atoms, in Å:
N (0.90, 0.26, -0.22)
O (0.95, -0.92, -0.40)
O (1.85, 1.00, -0.05)
O (-0.26, 0.87, -0.29)
S (-1.77, -0.70, -0.15)
H (-1.66, -0.52, 1.10)

Summary:
HOMO-LUMO gap (spin up / spin down)   10.6 / 6.7 eV
Multiplicity   3
Lowest unoccupied orbital energy (spin up / spin down)   0.492 / -3.844 eV
Net charge   0
ΔE to the lowest compared entry with this formula, charge and spin   84.9 kcal per mole
E_HOMO (spin up / spin down)   -10.06 / -10.57 eV

---

(10)
Computed, not measured: 2 unconnected molecules or ions with the total composition C2H5Br at a distorted geometry, with ωB97M-V with the def2-TZVPD basis set.

Positions of all 8 atoms, in Å:
C (-1.14, -0.76, -0.16)
C (0.94, 1.00, 0.25)
Br (2.38, -0.10, -0.21)
H (-0.65, -1.57, 0.41)
H (-1.99, -0.23, 0.03)
H (-0.71, -0.86, -1.22)
H (1.04, 1.14, 1.34)
H (0.13, 1.39, -0.44)

Summary:
HOMO-LUMO gap (spin up / spin down)   8.9 / 8.6 eV
Lowest unoccupied orbital energy (spin up / spin down)   0.126 / 0.287 eV
Net charge   0
ΔE to the lowest compared entry with this formula, charge and spin   91.8 kcal per mole
E_HOMO (spin up / spin down)   -8.76 / -8.33 eV

---

(11)
Computed, not measured: 2 unconnected molecules or ions with the total composition C4H12NO at a distorted geometry, with ωB97M-V with the def2-TZVPD basis set.

Positions of all 18 atoms, in Å:
C (-0.23, -0.26, -1.08)
N (-0.22, 1.08, -0.36)
C (-1.23, 0.95, 0.73)
C (-1.21, -0.54, 1.14)
C (-0.32, -1.23, 0.07)
H (-1.15, -0.28, -1.66)
H (0.63, -0.29, -1.75)
H (-0.42, 1.82, -1.03)
H (0.71, 1.21, -0.01)
H (-2.20, 1.24, 0.32)
H (-1.00, 1.66, 1.52)
H (-0.86, -0.70, 2.16)
H (-2.22, -0.92, 1.05)
H (-0.69, -2.21, -0.20)
H (0.67, -1.40, 0.53)
H (3.23, 0.46, 0.13)
H (3.60, -0.61, -0.88)
O (2.90, 0.02, -0.67)

Summary:
HOMO-LUMO gap   12.4 eV
Lowest unoccupied orbital energy   -3.227 eV
Net charge   +1
ΔE to the lowest compared entry with this formula, charge and spin   5.4 kcal per mole
E_HOMO   -15.61 eV

---

(12)
Computed, not measured: a single C3H5N3 molecule at a distorted geometry, with ωB97M-V with the def2-TZVPD basis set.

Positions of all 11 atoms, in Å:
N (1.27, 0.07, -1.80)
C (0.48, 0.02, -0.79)
C (0.60, 0.55, 0.64)
N (-0.62, 0.30, 1.39)
C (-1.39, -0.33, 0.64)
N (-0.78, -0.60, -0.71)
H (2.26, 0.06, -1.52)
H (1.41, 0.02, 1.14)
H (0.75, 1.62, 0.62)
H (-2.45, -0.45, 1.08)
H (-1.54, -1.26, -0.70)

Summary:
HOMO-LUMO gap   9.8 eV
Lowest unoccupied orbital energy   0.807 eV
SMILES   [H]/N=C1\CN=CN1
Net charge   0
ΔE to the lowest compared entry with this formula, charge and spin   72.4 kcal per mole
E_HOMO   -8.97 eV

---

Number 1: DFT total energy -9423.4358 Eh. Number 2: DFT total energy -288.3387 Eh. Number 3: DFT total energy -6039.4063 Eh. Number 4: DFT total energy -646.6228 Eh. Number 5: DFT total energy -1362.4783 Eh. Number 6: DFT total energy -403.3501 Eh. Number 7: DFT total energy -766.2432 Eh. Number 8: DFT total energy -306.4481 Eh. Number 9: DFT total energy -679.0041 Eh. Number 10: DFT total energy -2653.0490 Eh. Number 11: DFT total energy -289.3663 Eh. Number 12: DFT total energy -281.4747 Eh.